Computed, not measured: a structure of composition C45H36CeN8O2P, with ωB97M-V/def2-TZVPD.

Element x y z (Å)
C 2.0140 0.8313 3.3874
C 1.5995 2.3662 -3.7267
C -6.2789 1.7892 0.5638
C 0.9234 -4.7424 -2.3320
N 0.0635 -2.5501 -1.9527
H 5.8902 -0.6907 0.2438
H -6.3699 3.8371 1.1929
H -0.5910 5.0765 0.2968
N 2.8397 -0.0805 -0.9591
H 6.1352 -2.1758 4.4471
C 7.8382 -0.2192 5.0875
H -5.9073 -0.2268 -0.0567
C 0.1553 5.2240 -1.7286
H 5.2028 2.0640 2.0783
H -3.3896 0.0246 2.7548
C 0.7292 4.5051 -2.7601
H -4.8480 -2.2141 1.2070
C 0.6868 1.1777 3.5342
C 6.7289 -0.1356 4.1537
H -0.0099 2.7305 -5.1382
C -1.9873 -1.2688 3.7468
H 2.3443 2.9888 -4.2237
C -0.1533 4.5623 -0.5518
H 1.0042 4.9881 -3.6917
C -5.7263 3.0023 0.9406
C -1.2018 -3.9072 -3.3798
C 3.7314 -0.1367 0.1105
C -2.6072 -0.7178 2.6311
C -5.4846 -3.6581 -0.2458
H -0.1038 2.6677 0.4344
H -4.3700 -3.8512 -3.4470
Ce 0.3759 -0.3109 -0.8922
C -3.9153 -1.8861 -0.7109
C 6.4710 1.0583 3.4883
N -2.1008 -4.1031 -4.0682
H -2.4494 2.2049 0.6240
C 3.5314 -0.4741 -2.0189
C -4.0713 0.8380 0.2876
C -5.4576 0.7123 0.2396
H 0.1786 1.5020 4.4324
H -2.2956 -0.9602 4.7410
C -0.5831 -2.6167 2.3296
H 0.6428 -0.8023 -4.2510
H 0.1872 -3.3675 2.2028
N 1.6714 -5.6014 -2.1832
H 4.2261 -2.0218 2.8658
C 5.4066 1.1382 2.6050
H -0.4696 -2.6043 4.4750
H -7.3549 1.6776 0.5130
H -3.1126 -1.8402 -2.6901
N 0.6513 2.4957 -1.4731
C -0.0520 -3.6882 -2.5226
H -1.0944 0.5075 -4.9214
C 5.9230 -1.2488 3.9303
H -3.9057 4.0981 1.2625
C -0.4087 0.8815 -4.1648
H -6.1418 -4.1725 0.4449
H 7.1058 1.9164 3.6638
H 1.0877 1.4357 -5.6001
H -0.0394 6.2850 -1.8368
C -1.2217 -2.0781 1.2218
O 1.0898 -2.3580 -1.1800
C -4.3435 3.1474 0.9827
N 0.9803 0.5751 1.3545
H 2.1236 1.5161 -3.3057
H -0.9245 1.1841 1.9988
C -4.7621 -2.5520 0.1793
N -1.8454 0.0259 -1.2641
C 0.9756 3.1450 -2.6029
H -1.0084 1.3034 -3.3657
N 8.7168 -0.2855 5.8276
C 2.2013 0.4770 2.0263
C -5.3492 -4.1233 -1.5531
O 0.2890 -0.2336 -3.5631
C -2.2148 -1.1030 1.3550
H -1.0365 -2.4854 0.2365
H 2.7792 0.8401 4.1524
C 3.4308 0.1312 1.4434
C 0.1050 1.0009 2.2633
P -2.8904 -0.4595 -0.2342
C -0.9615 -2.1968 3.5988
C -3.5260 2.0771 0.6459
C 0.5642 1.8831 -4.7491
C 4.8578 -1.1595 3.0486
C -3.7871 -2.3568 -2.0153
C 0.1130 3.2105 -0.4761
H 3.0661 -0.5480 -2.9956
C 4.8800 -0.7737 -1.7157
H 5.6348 -1.1137 -2.4115
C -4.4974 -3.4793 -2.4365
C 4.5948 0.0336 2.3842
H -5.9039 -4.9979 -1.8756
C 5.0065 -0.5597 -0.3643

- Total energy: -3141.437592 Eh
- 2S+1: 2

***

Computed, not measured: a structure of composition C45H36F2N2O3RhSSb2, with ωB97M-V/def2-TZVPD.

Element x y z (Å)
H 3.6322 -0.6496 7.1827
S 0.6755 -3.0805 0.9134
C -2.3772 -2.0213 -2.3247
C -2.6596 -2.5520 3.3205
C 1.0668 2.1941 -0.4331
C 3.2432 1.9604 0.8348
H -3.9338 -4.2749 3.3013
Sb -0.8124 -0.1123 3.2702
C -2.8236 -1.1499 5.2789
C 4.0894 1.2829 1.6850
C -0.3685 -6.8037 -0.2818
C -0.0290 -4.5143 0.1896
O -2.4609 -2.3088 -0.9761
C -3.6221 -3.3984 3.8542
H 0.6487 -2.8496 -3.7722
C -2.6303 -2.2647 -4.6258
H -6.3640 -3.9387 0.8323
C 0.2390 -5.8357 0.5012
C -3.1226 1.9185 3.3852
C -5.0822 -2.2246 0.8337
H -4.4708 -2.6039 0.0267
C -6.9175 -2.5342 2.3571
C -6.6345 -1.3101 2.9466
H 1.3247 1.7778 4.5288
H -1.4741 3.4322 -3.0394
Sb -3.2110 0.1792 0.6533
C 1.9481 1.5365 0.5382
H -1.6548 -7.2172 -1.9459
H -4.9418 -3.7756 5.4977
N -0.2953 -2.0240 0.0920
C 0.7456 -0.2977 4.6623
C 3.5986 0.1273 2.2508
H -0.1914 -7.8501 -0.0733
C 1.0068 -1.5349 5.2378
C -1.0042 -2.6512 -0.9726
C -0.9046 -2.0032 -2.3950
C -4.1876 -3.1166 5.0872
C 1.3586 3.3357 -1.1822
H 2.0206 -1.2491 2.5134
H -2.0944 -4.8396 -2.4666
O 2.0490 -2.9728 0.5214
C 2.8191 -0.5494 6.4760
C -3.7897 -1.9948 5.8029
H -7.7425 -3.1327 2.7212
H -5.3922 0.4195 2.9446
H -4.3169 -2.1552 -3.2243
H -7.2363 -0.9518 3.7717
H 5.0874 1.6435 1.8858
C 2.3205 -0.3432 2.0110
C 2.0474 -1.6553 6.1494
C -1.2496 -2.5903 -4.7269
H -3.4870 2.8540 3.8219
C -0.3929 -2.5781 -3.6665
H -3.2427 -2.2794 -5.5156
C -3.4460 1.9586 1.8856
C -1.6419 1.7951 3.7470
C -6.1428 -2.9869 1.2981
C -4.7917 -0.9906 1.4213
C 1.5172 0.8139 4.9878
H -2.5016 -0.2851 5.8495
F 3.7307 3.0864 0.2813
C -1.4486 -5.1122 -1.6416
H -2.8322 2.7240 1.4011
H 2.2925 3.8492 -1.0407
C -3.2437 -2.1006 -3.3515
Rh -0.4604 -0.0921 0.6702
H -2.2161 -2.7763 2.3575
H -3.6788 1.1188 3.8799
C 2.5547 0.6859 5.8982
H 2.2589 -2.6164 6.5989
H -0.4993 -0.9919 -2.2203
H 3.1582 1.5465 6.1551
H -4.4850 2.2663 1.7478
H -1.0412 2.5551 3.2424
C -1.1985 -6.4432 -1.3432
N -0.1211 1.5689 -0.6063
H -0.8732 -2.8825 -5.6995
H 0.8970 -6.0971 1.3190
F 4.3834 -0.5604 3.0846
H 0.4144 -2.4016 4.9704
H -1.5055 1.9321 4.8221
H -4.2274 -1.7828 6.7696
C -0.8508 -4.1417 -0.8517
H 0.6806 4.6749 -2.6995
O 0.3894 -2.9645 2.3264
C -0.9919 2.0118 -1.5259
C -2.2606 -1.4277 4.0331
C -5.5830 -0.5376 2.4770
C 1.4822 0.3528 1.1606
C 0.4498 3.7941 -2.1150
H -1.9062 1.4443 -1.6325
C -0.7464 3.1169 -2.3062

- 2S+1: 5
- ΔE to the lowest compared entry with this formula, charge and spin: 0.0 kcal per mole
- Total charge: +1

***

Computed, not measured: a structure of composition C45H37AgN3O2P2SeTe, with ωB97M-V/def2-TZVPD.

Element x y z (Å)
H 1.1444 7.5519 -0.6900
H -0.6521 -0.7979 -6.1293
C -2.1112 0.8595 1.5957
H 5.2706 0.7236 -0.2373
H 2.5917 5.9555 -1.7320
C 0.2123 -2.2836 -2.6523
C -1.1089 -2.2171 -3.0882
C -1.0265 0.6022 -0.5205
C 0.3993 -5.3735 -2.3179
H -0.3423 0.0637 -1.1717
C -0.6831 -2.6823 0.1363
C -3.9104 -2.9495 -0.4939
C -1.9281 -2.4415 5.4423
C -0.4104 -1.2164 -5.1597
H 2.2433 -1.8048 -3.1385
H -0.1084 5.0282 3.3642
H -3.0715 -1.7452 2.3359
C -0.5658 -2.3138 5.2131
C 1.3245 2.6414 0.8957
C 0.1451 5.5968 2.4782
C 4.7962 3.9539 0.8292
C 5.5487 -1.7998 0.9587
H 1.0063 6.2290 -2.5176
H 2.1602 -4.7802 0.5076
C -0.1054 -1.9792 3.9465
H -0.5355 3.0805 1.4517
C -1.2520 0.1294 0.7777
H 0.9587 -1.8820 3.7603
H -2.2908 -2.7037 6.4287
C -2.8271 -2.2360 4.4034
C -3.8362 -1.6245 -0.8993
C -2.5588 2.4266 -0.1824
H 0.2006 -7.2780 -3.2774
C 2.6676 2.8170 0.6542
C 1.2156 -1.7946 -3.4858
H 2.5471 -7.2100 0.3065
H 0.1405 -2.4743 6.0180
C 1.6554 5.4854 -2.0449
H 2.9679 4.8713 1.3416
H 6.5342 2.7398 0.3316
C -2.7739 1.9873 1.1147
C 1.9364 -6.6998 -0.4279
C 0.8629 6.9980 0.1944
C -5.1574 -3.5658 -0.5733
C 1.3922 -7.4031 -1.4948
C 0.9090 -1.2716 -4.7342
C 0.7815 5.6123 0.1527
C 1.7140 -5.3370 -0.3106
C 0.4454 4.9076 1.3186
H -2.9000 -1.0912 -0.8641
C 3.4516 3.9797 0.9611
H 1.5698 -8.4673 -1.5911
P 0.6745 -2.8733 -0.9700
H -2.2963 0.5321 2.6090
Te -2.2481 -4.0182 0.2618
H -3.0733 3.3032 -0.5557
Se 4.1856 -2.3951 2.0279
C 0.6262 -6.7360 -2.4414
C 0.5664 7.6766 1.3722
C 5.4512 2.7501 0.3917
H -1.4751 2.0733 -2.0064
O 2.6616 0.6444 -0.2922
C -6.2404 -2.8436 -1.0442
H -3.8912 -2.3429 4.5759
H -0.2018 -4.8607 -3.0590
H 0.6280 8.7569 1.3885
C -0.9957 -1.7674 2.8974
H -4.9286 0.0472 -1.6731
H -7.2162 -3.3157 -1.1135
C -1.4206 -1.6882 -4.3318
C -4.9821 -0.9902 -1.3551
H -5.2933 -4.5990 -0.2749
P -0.2916 -1.3820 1.2566
H 1.8698 4.6891 -2.7522
C 4.7699 1.6320 0.0688
C -2.3638 -1.9027 3.1402
C 0.9374 -4.6622 -1.2509
H -0.0361 7.5140 3.4264
O 1.0146 4.8653 -0.9467
N 0.3735 3.4926 1.2904
H -1.8993 -2.5743 -2.4433
C 0.1951 6.9850 2.5121
C 3.3218 1.6129 0.1185
N -6.1780 -1.5700 -1.4359
H -3.4660 2.5172 1.7594
Ag 2.2195 -1.6081 0.5351
C -1.6676 1.7345 -0.9960
H -2.4545 -1.6416 -4.6516
N 6.4299 -1.4339 0.3025
H 0.9675 1.6287 0.7576
H 1.7007 -0.8897 -5.3674
H 5.3889 4.8224 1.0854

- Total energy: -5550.933479 Eh
- Total charge: -1

***

Computed, not measured: a structure of composition C45H37BiCl2N9O3S, with ωB97M-V/def2-TZVPD.

Element x y z (Å)
C 5.5885 2.0646 1.9514
N -0.3129 -4.4536 0.7139
Bi -0.3210 -0.6828 -0.0063
C -1.2610 1.7198 -1.5125
H 2.6581 -2.2658 5.0501
N -3.6952 -0.8118 0.5839
H -1.8786 -6.7864 -0.2428
C -2.4931 -6.9502 -2.3110
C 2.5275 -0.0845 1.4014
H 3.4125 5.2855 3.5831
C 5.6086 2.6308 0.6629
C -1.2320 -4.5364 -2.7152
C -1.8737 -6.3402 -1.2286
H -2.8701 2.8349 0.8397
C 1.0506 -5.2739 4.8644
H -4.6090 4.1234 2.0891
C 1.4468 0.5973 -4.1389
H -1.3026 2.7122 -2.0098
S -0.3697 3.7910 1.9651
H -3.2055 -1.9071 -1.0869
H 4.6600 2.7213 -1.2740
H 6.3574 2.3452 2.6607
H -2.9968 -7.8994 -2.1756
C 3.6359 0.8419 1.3790
N 1.8796 -0.0367 0.2003
C 0.3581 -3.6348 1.5096
C 0.5154 -5.1990 3.5889
Cl -6.5212 1.9132 1.0883
C 2.5492 0.8260 -0.6337
C -3.5854 4.4941 2.0316
C 1.1930 4.1368 1.1393
H -3.6156 5.5851 1.9911
C -2.8774 3.9293 0.8035
H 2.5088 2.4071 -4.6122
C 1.5557 1.5056 -6.3286
C -4.8474 -0.5974 -1.5084
H 0.5214 0.4114 -7.8584
C 4.6148 1.1597 2.3200
C 1.8162 -4.2268 5.3900
C -0.5030 -4.2023 -0.5765
O -2.0480 0.8455 -1.8690
H -2.9744 -6.8625 -4.4001
H 2.8009 6.1871 2.1956
H -4.3288 0.3908 2.1378
C 2.3456 4.0707 2.1431
H 1.1321 5.1198 0.6628
C 0.7520 -4.0424 2.8611
C 2.5702 5.3787 2.8946
C -5.4931 0.7191 0.3545
H -3.4306 4.1951 -0.1016
H 1.6823 5.6604 3.4582
C -2.4804 -6.3591 -3.5780
C 4.6505 2.3045 -0.2754
H -4.9202 -0.8910 -2.5456
H 1.8900 2.2684 -7.0212
C 1.5141 -3.0011 3.3843
C -0.7534 0.2270 2.0977
C 1.6072 0.3507 -2.7051
H -1.8342 -4.6770 -4.7743
H 0.0897 0.7085 2.5859
H 0.8768 -6.1550 5.4697
C 0.3916 -1.3096 -3.4541
C 1.9041 1.5929 -4.9903
C 1.5716 -1.9785 2.3425
C -4.4915 0.1199 1.1000
H -3.0648 4.2244 2.9503
C 0.7757 0.4462 -6.8061
H 2.2185 -4.3194 6.3914
C 3.6511 1.4094 0.1039
C 2.0654 -3.0798 4.6544
C -1.8488 -5.1429 -3.7976
C -1.4425 4.4225 0.6521
H -1.0096 4.0878 -0.2896
H 6.3935 3.3326 0.4091
H 4.5986 0.7063 3.3025
C -1.2448 -5.1265 -1.4522
C -0.4848 -3.2766 -2.5615
H -6.4517 0.8442 -1.5633
N 0.8345 -2.3881 1.2636
N 2.3215 -0.9090 2.4254
H 1.2731 3.3626 0.3699
N -0.0724 -3.1452 -1.2728
N 0.9436 -0.7756 -2.3505
O -0.4814 4.7341 3.1181
C -5.6820 0.3649 -0.9741
H -1.3730 5.5124 0.7191
N -0.2930 -2.4484 -3.5685
C 0.3268 -0.5523 -5.9567
H 2.1562 3.2588 2.8532
C -3.8780 -1.1534 -0.6889
H -1.5494 0.9553 1.9591
H -0.0730 -6.0032 3.1674
H 3.2537 3.7939 1.6091
H -0.2744 -1.3777 -6.3150
N 2.3707 1.0838 -1.9189
Cl -1.3912 -0.9984 3.2486
C 0.6694 -0.4600 -4.6157
O -0.3482 1.6073 -0.6265

- ΔE to the lowest compared entry with this formula, charge and spin: 10.2 kcal per mole
- Total charge: -1